Here is C43H36ClN5O6PSV as an isolated structure from OMol25. Energies are from the ωB97M-V functional and the def2-TZVPD basis.

Last column: Mulliken charge in e.
Element x y z (Å)
V: 0.903 -0.202 0.223  0.480
C: 1.943 -2.976 -2.776  -2.404
C: 2.120 -1.841 -1.801  0.801
O: 1.242 -1.684 -0.924  0.240
C: 3.272 -0.991 -1.938  0.632
C: 4.221 -1.167 -2.967  -0.572
C: 5.300 -0.328 -3.098  -0.973
C: 5.492 0.714 -2.187  -0.611
C: 4.596 0.920 -1.172  -0.943
C: 3.456 0.092 -1.018  0.746
O: 2.621 0.359 -0.083  -0.486
H: 1.072 -3.558 -2.490  0.322
H: 2.825 -3.613 -2.811  0.509
H: 1.761 -2.548 -3.760  0.431
H: 4.095 -1.966 -3.682  0.457
H: 6.008 -0.476 -3.901  0.408
H: 6.348 1.366 -2.289  0.464
H: 4.729 1.724 -0.461  0.522
N: -0.970 -3.469 0.060  0.001
C: -2.092 -3.277 0.822  1.006
C: -2.892 -4.377 1.163  -0.787
C: -4.064 -4.214 1.871  -0.777
C: -4.451 -2.954 2.297  -0.810
C: -3.667 -1.862 1.983  -0.663
C: -2.505 -1.994 1.230  1.096
P: -1.572 -0.467 0.739  1.388
C: -2.633 -0.062 -0.686  1.052
C: -2.614 -1.053 -1.668  -0.289
C: -3.435 -0.968 -2.771  -0.870
C: -4.291 0.111 -2.912  -0.780
C: -4.265 1.130 -1.978  -1.169
C: -3.419 1.064 -0.883  -0.493
C: -1.966 0.668 2.135  1.209
C: -3.140 1.400 2.300  -0.959
C: -3.273 2.277 3.364  -1.104
C: -2.254 2.433 4.287  -0.852
C: -1.100 1.678 4.161  -1.024
C: -0.961 0.806 3.098  -1.117
H: -0.539 -4.376 0.123  0.364
H: -0.324 -2.693 -0.036  -0.694
H: -2.587 -5.365 0.850  0.447
H: -4.682 -5.068 2.105  0.409
H: -5.360 -2.823 2.864  0.462
H: -3.954 -0.889 2.351  0.279
H: -1.933 -1.887 -1.566  0.419
H: -3.412 -1.744 -3.522  0.472
H: -4.947 0.178 -3.769  0.398
H: -4.910 1.988 -2.102  0.404
H: -3.358 1.912 -0.216  0.573
H: -3.962 1.290 1.610  0.775
H: -4.186 2.844 3.477  0.464
H: -2.359 3.131 5.106  0.423
H: -0.302 1.785 4.884  0.515
H: -0.053 0.226 3.005  0.504
N: 3.583 5.028 -4.979  -0.530
C: 2.730 4.091 -4.453  1.100
C: 3.110 2.748 -4.363  -0.959
C: 2.229 1.806 -3.870  -0.320
C: 0.965 2.193 -3.471  -0.900
C: 0.554 3.509 -3.588  -0.409
C: 1.435 4.453 -4.069  -0.928
S: -0.157 1.002 -2.779  1.745
O: 0.191 -0.315 -3.251  -0.804
O: -1.498 1.454 -3.013  -0.716
N: 0.185 0.964 -1.172  0.332
C: 0.264 2.040 -0.417  0.357
N: 0.037 3.287 -0.821  -0.399
C: 0.263 4.244 0.062  -0.487
C: 0.765 4.000 1.333  -1.252
C: 0.961 2.669 1.681  -0.170
N: 0.648 1.697 0.844  0.305
H: 4.560 4.797 -5.016  0.208
H: 3.365 5.994 -4.802  0.203
H: 4.097 2.451 -4.683  0.368
H: 2.498 0.764 -3.806  0.744
H: -0.451 3.764 -3.299  0.472
H: 1.132 5.485 -4.156  0.306
H: 0.053 5.246 -0.290  0.546
H: 0.992 4.802 2.014  0.472
H: 1.365 2.379 2.646  0.598
Cl: -1.309 -4.317 7.109  -0.233
C: -0.450 -3.577 5.809  0.123
C: 0.935 -3.638 5.776  -0.621
C: 1.613 -3.090 4.704  -0.908
C: 0.923 -2.458 3.672  -0.135
C: -0.465 -2.380 3.747  1.434
C: -1.159 -2.946 4.799  -1.395
C: 1.681 -1.928 2.481  0.220
O: 2.829 -2.273 2.234  -0.747
O: 1.040 -1.108 1.720  0.538
H: 1.472 -4.115 6.583  0.448
H: 2.688 -3.145 4.643  0.513
H: -1.012 -1.891 2.956  0.040
H: -2.236 -2.894 4.840  0.546

Calculated values
LUMO energy (spin up / spin down)	-0.13 / -0.28	eV
ΔE to the lowest compared entry with this formula, charge and spin	125.6	kJ/mol
expectation value of S²	2.01
highest occupied orbital energy (spin up / spin down)	-7.9397 / -7.9537	eV
E	-123248.919	eV
2S+1	3

=====

Here is one molecule with the formula C2H3N3O3 from OMol25. Energies are from the ωB97M-V functional and the def2-TZVPD basis.

Last column: natural (NBO) charge in e.
Element x y z (Å)
N: 1.189 1.757 1.708  -0.232
C: 0.708 1.065 0.926  0.209
C: 0.283 0.149 -0.133  0.373
N: 0.327 -1.391 0.382  -0.806
O: 1.125 0.257 -1.201  -0.651
N: -1.200 0.379 -0.393  0.528
O: -1.850 0.354 0.610  -0.344
O: -1.558 0.492 -1.512  -0.334
H: -0.608 -1.603 0.488  0.364
H: 0.940 -1.573 1.133  0.387
H: 0.645 0.113 -2.010  0.506

Calculated values
LUMO energy	-0.66	eV
ΔE to the lowest compared entry with this formula, charge and spin	286.1	kJ/mol
highest occupied orbital energy	-10.9645	eV
SMILES	N#C[C@](N)(O)[N+](=O)[O-]
E	-12730.993	eV

=====

Here is a 9-piece molecular cluster, C23H55INO11P2 overall from OMol25. Energies are from the ωB97M-V functional and the def2-TZVPD basis.

Last column: Mulliken charge in e.
Element x y z (Å)
C: 3.031 1.929 -0.861  -0.094
C: 1.980 1.788 -1.431  -0.155
C: 0.716 1.875 -2.264  -1.566
C: -0.436 1.694 -1.255  1.182
C: -1.056 2.896 -0.806  -1.040
C: -2.095 2.813 0.139  -0.821
C: -2.501 1.501 0.569  0.779
C: -3.633 1.474 1.600  -1.414
C: -4.974 1.553 0.780  -0.799
C: -6.218 1.127 1.609  -1.179
I: -7.738 0.254 0.326  0.026
C: -1.862 0.329 0.074  0.136
P: -2.326 -1.408 0.635  0.319
C: -1.419 -1.572 2.273  -1.127
C: -4.157 -1.563 0.885  0.197
C: -4.547 -3.081 0.765  -1.352
N: -0.831 0.470 -0.837  0.465
C: -0.151 -0.760 -1.345  -0.858
P: -1.199 -1.646 -2.622  0.908
O: -0.373 -1.968 -3.809  -0.724
O: -2.360 -0.586 -3.113  -0.593
O: -1.811 -3.065 -2.063  -0.421
H: 4.011 2.247 -0.498  0.597
H: 0.658 2.861 -2.739  0.424
H: 0.690 1.056 -2.996  0.386
H: -0.727 3.880 -1.142  0.481
H: -2.604 3.700 0.525  0.459
H: -3.603 0.595 2.255  0.289
H: -3.557 2.395 2.203  0.646
H: -4.886 1.020 -0.181  0.513
H: -5.120 2.613 0.496  0.560
H: -5.946 0.361 2.345  0.380
H: -6.625 2.029 2.087  0.562
H: -1.105 -2.627 2.321  0.430
H: -0.497 -0.970 2.195  0.271
H: -2.044 -1.283 3.130  0.446
H: -4.774 -1.004 0.169  0.009
H: -4.463 -1.265 1.907  0.328
H: -5.596 -3.221 1.071  0.411
H: -3.911 -3.714 1.404  0.372
H: -4.453 -3.357 -0.296  0.261
H: 0.135 -1.462 -0.519  -0.087
H: 0.784 -0.536 -1.873  0.737
H: -3.232 -0.922 -2.858  0.378
H: -2.716 -3.159 -2.399  0.283
C: -1.941 -5.443 -5.382  -0.585
O: -2.831 -4.627 -4.619  -0.545
H: -2.511 -6.253 -5.832  0.243
H: -1.475 -4.847 -6.169  0.285
H: -1.173 -5.860 -4.727  0.236
H: -2.306 -3.923 -4.233  0.373
C: -0.017 6.765 1.011  -0.667
O: -0.138 5.383 0.665  -0.340
H: -0.976 7.247 0.842  0.242
H: 0.256 6.867 2.063  0.265
H: 0.741 7.244 0.387  0.293
H: 0.718 4.974 0.820  0.198
C: 2.512 -3.287 0.053  -0.765
O: 1.618 -2.474 0.815  -0.330
H: 1.941 -4.085 -0.416  0.274
H: 2.998 -2.690 -0.724  0.296
H: 3.270 -3.724 0.706  0.310
H: 2.142 -1.776 1.226  0.205
C: 2.136 -1.763 4.410  -0.730
O: 1.854 -0.996 3.240  -0.302
H: 1.655 -2.733 4.308  0.222
H: 3.213 -1.906 4.516  0.314
H: 1.744 -1.257 5.295  0.286
H: 2.289 -0.143 3.339  0.233
C: 5.686 4.628 0.801  -0.584
O: 5.428 3.288 0.381  -0.501
H: 4.796 5.231 0.627  0.233
H: 5.927 4.642 1.865  0.280
H: 6.515 5.040 0.228  0.262
H: 6.231 2.781 0.546  0.320
C: 1.427 3.341 3.562  -0.311
O: 2.588 2.542 3.418  -0.474
H: 0.867 3.011 4.434  0.295
H: 1.714 4.388 3.695  0.277
H: 0.805 3.235 2.666  -0.037
H: 3.064 2.851 2.641  0.270
C: -2.064 -8.571 -2.567  -0.493
O: -0.940 -7.721 -2.360  -0.467
H: -1.709 -9.573 -2.795  0.234
H: -2.675 -8.603 -1.662  0.248
H: -2.661 -8.203 -3.406  0.211
H: -1.281 -6.845 -2.162  0.266
C: 9.462 3.446 -1.270  -0.602
O: 8.188 3.557 -0.632  -0.455
H: 10.220 3.827 -0.591  0.211
H: 9.678 2.401 -1.500  0.260
H: 9.474 4.035 -2.189  0.264
H: 7.531 3.217 -1.247  0.274

Calculated values
LUMO energy	-3.63	eV
highest occupied orbital energy	-11.2943	eV
net charge	+1
E	-75424.128	eV

=====

Here is one molecule with the formula C21H31N3O6S from OMol25. Energies are from the ωB97M-V functional and the def2-TZVPD basis.

Last column: natural (NBO) charge in e.
Element x y z (Å)
C: 4.042 2.809 0.736  -0.713
C: 2.682 2.643 1.380  0.697
O: 2.473 1.889 2.303  -0.611
N: 1.736 3.444 0.807  -0.604
C: 0.358 3.397 1.017  0.186
C: -0.198 2.922 2.203  -0.206
C: -1.570 2.794 2.312  -0.175
C: -2.375 3.160 1.253  -0.366
S: -4.120 2.806 1.302  2.337
O: -4.642 3.029 2.618  -0.938
O: -4.744 3.461 0.188  -0.944
N: -4.227 1.167 1.010  -0.677
C: -4.226 0.246 2.115  -0.424
C: -3.865 0.715 -0.298  -0.332
C: -2.521 0.015 -0.460  0.798
O: -2.264 -0.675 -1.416  -0.610
O: -1.694 0.172 0.569  -0.498
C: -0.489 -0.603 0.492  0.011
C: 0.202 -0.560 1.847  -0.619
C: 0.417 0.002 -0.593  0.687
O: 0.367 1.199 -0.817  -0.660
N: 1.281 -0.814 -1.231  -0.434
C: 2.079 -0.227 -2.290  -0.424
C: 1.324 -2.263 -1.088  -0.030
C: 2.742 -2.822 -1.222  -0.401
C: 2.717 -4.325 -0.950  -0.396
C: 1.781 -5.031 -1.927  -0.397
C: 0.372 -4.453 -1.838  -0.396
C: 0.395 -2.949 -2.098  -0.425
C: -1.840 3.703 0.100  -0.169
C: -0.474 3.836 -0.014  -0.218
H: 4.772 2.216 1.279  0.242
H: 4.002 2.469 -0.297  0.229
H: 4.344 3.854 0.751  0.229
H: 2.006 3.913 -0.047  0.398
H: 0.445 2.631 3.017  0.244
H: -2.026 2.409 3.210  0.232
H: -4.624 0.789 2.969  0.245
H: -4.880 -0.599 1.889  0.201
H: -3.224 -0.123 2.352  0.192
H: -3.881 1.594 -0.949  0.267
H: -4.619 0.013 -0.682  0.231
H: -0.795 -1.620 0.225  0.204
H: -0.509 -0.804 2.633  0.217
H: 1.017 -1.278 1.871  0.215
H: 0.609 0.429 2.033  0.248
H: 1.732 0.794 -2.438  0.248
H: 1.951 -0.784 -3.217  0.198
H: 3.135 -0.212 -2.014  0.193
H: 0.989 -2.512 -0.078  0.200
H: 3.126 -2.654 -2.228  0.201
H: 3.404 -2.323 -0.511  0.213
H: 3.726 -4.730 -1.043  0.212
H: 2.379 -4.506 0.073  0.194
H: 1.758 -6.100 -1.709  0.210
H: 2.160 -4.906 -2.944  0.194
H: -0.278 -4.941 -2.566  0.214
H: -0.038 -4.645 -0.844  0.192
H: -0.608 -2.526 -2.022  0.238
H: 0.757 -2.764 -3.111  0.197
H: -2.507 4.004 -0.692  0.243
H: -0.041 4.232 -0.920  0.213

Calculated values
LUMO energy	0.53	eV
ΔE to the lowest compared entry with this formula, charge and spin	0.0	kJ/mol
highest occupied orbital energy	-8.6105	eV
SMILES	CC(=O)Nc1ccc(S(=O)(=O)N(C)CC(=O)O[C@H](C)C(=O)N(C)C2CCCCC2)cc1
E	-49872.092	eV

=====

Here is one molecule with the formula C3H3F3O from OMol25. Energies are from the ωB97M-V functional and the def2-TZVPD basis.

Last column: natural (NBO) charge in e.
Element x y z (Å)
C: -1.086 -0.327 0.318  -0.106
C: 0.383 -0.008 0.596  0.101
C: 0.817 0.289 -0.855  0.964
O: -1.052 -0.496 -1.087  -0.647
F: 0.611 1.075 1.397  -0.334
F: 1.686 -0.472 -1.454  -0.267
F: 0.836 1.498 -1.318  -0.257
H: -1.449 -1.237 0.798  0.178
H: -1.726 0.516 0.610  0.173
H: 0.980 -0.838 0.995  0.194

Calculated values
LUMO energy (spin up / spin down)	0.01 / 0.01	eV
ΔE to the lowest compared entry with this formula, charge and spin	278.8	kJ/mol
highest occupied orbital energy (spin up / spin down)	-9.7853 / -9.7856	eV
E	-13356.560	eV